{
  "formula": "C22H17N5O6S",
  "method": "ωB97M-V/def2-TZVPD",
  "e_tot_ev": -53652.06782,
  "charge": 0,
  "homo_energy_ev": -7.55,
  "e_lumo_ev": -1.023,
  "homo_lumo_gap_ev": 6.523,
  "symbols": ["C", "C", "N", "N", "C", "C", "C", "C", "C", "H", "H", "H", "H", "H", "H", "C", "C", "C", "C", "C", "S", "O", "O", "N", "C", "C", "C", "N", "O", "O", "C", "C", "C", "C", "N", "O", "O", "C", "C", "C", "H", "H", "H", "H", "H", "H", "H", "H", "H", "H", "H"],
  "coordinates": [[2.059096, 0.263060, -1.292424], [2.135899, -0.260758, -0.004035], [2.151454, -0.744485, 1.065431], [3.228503, 0.816179, -1.818816], [3.215334, 1.222532, -3.130562], [4.370847, 1.668955, -3.733818], [5.585689, 1.686479, -3.038422], [5.581520, 1.277186, -1.702488], [4.403823, 0.869084, -1.096058], [1.431972, -0.235540, -2.026312], [2.241334, 1.153570, -3.619597], [4.288140, 1.993090, -4.764857], [6.505844, 2.016241, -3.524753], [6.480878, 1.254595, -1.088702], [4.370972, 0.536061, -0.055528], [-1.303718, -5.041807, 2.365587], [-1.485487, -3.956906, 1.352028], [-2.766895, -3.652021, 0.896727], [-2.961622, -2.644335, -0.045183], [-1.854116, -1.950684, -0.551708], [-2.074563, -0.548592, -1.625794], [-1.209744, -0.629323, -2.765805], [-3.463676, -0.199770, -1.716398], [-1.272013, 0.689745, -0.726210], [-1.773947, 1.218777, 0.474082], [-2.900550, 0.870607, 1.196231], [-3.183707, 1.602900, 2.358669], [-4.169228, 1.098997, 3.252829], [-4.425084, 1.718018, 4.307057], [-4.733538, 0.017911, 2.954124], [-2.390950, 2.737352, 2.704817], [-1.295235, 3.125869, 1.926518], [-0.957545, 2.327312, 0.826423], [0.060079, 2.400797, -0.202083], [1.106528, 3.327656, -0.241250], [1.218642, 4.185597, 0.662331], [1.916199, 3.254909, -1.208903], [-0.098095, 1.322967, -1.075414], [-0.563268, -2.319718, -0.161487], [-0.388913, -3.264868, 0.839595], [-0.250610, -5.119197, 2.645406], [-1.901882, -4.850511, 3.264122], [-1.628288, -6.010117, 1.965278], [-3.617404, -4.201753, 1.304949], [-3.966005, -2.365917, -0.349079], [-3.539350, 0.043629, 0.920305], [-2.644598, 3.285393, 3.604487], [-0.716429, 4.030055, 2.122139], [0.266325, 1.280865, -2.093142], [0.307861, -1.834869, -0.589246], [0.609519, -3.465221, 1.238938]],
  "atomic_forces_ev_per_a": [[0.8864, -0.6937, -0.0390], [-0.0493, -1.1375, 1.5687], [-0.0047, 0.8701, -1.4065], [0.6141, -0.4161, -0.1544], [0.2181, -0.0244, 0.7226], [0.0052, -0.0616, 0.1124], [-0.1575, -0.0005, 0.0697], [-0.4323, 0.0933, 0.0201], [-0.1821, 0.1627, -0.5913], [0.3548, -0.0176, 0.2356], [0.4758, 0.0866, 0.1075], [0.1731, -0.0344, 0.0960], [-0.3558, -0.1225, 0.1800], [-0.1772, 0.0925, -0.2787], [-0.1710, 0.1028, -0.5104], [0.1067, -0.1622, 0.2637], [-0.1382, 0.0032, -0.0677], [-0.0197, 0.2148, -0.3273], [0.0219, 0.3270, 0.1633], [-0.1986, -0.4373, 0.0894], [0.7258, 0.2239, 0.3483], [-0.3175, -0.2728, -0.1194], [0.8723, -0.2841, 0.1058], [-0.2666, -0.6814, 0.3304], [0.1223, 0.9644, 0.2120], [-0.1220, -0.1476, 0.5025], [2.1955, 0.8454, -1.0779], [-2.3357, -1.2160, 1.8258], [0.6548, -0.8582, -1.9792], [1.0269, 1.9727, 0.4350], [-0.1500, -0.4210, -0.2139], [-0.5040, -0.2959, 0.1339], [-0.1135, -0.1720, -0.3802], [-0.5141, -0.7384, 0.7464], [1.8075, 1.3026, -0.5652], [-0.4208, -1.4725, -1.3295], [-1.3783, -0.0371, 1.5072], [-1.4432, 2.2092, -0.8271], [-0.0543, 0.4000, 0.0899], [0.0339, -0.0702, -0.1894], [-0.1627, -0.0797, 0.0826], [0.1458, -0.0052, -0.1289], [0.0815, 0.1764, 0.0281], [0.1813, 0.2269, -0.1938], [0.1320, 0.0027, -0.0119], [0.0642, 0.0275, 0.0468], [-0.0208, -0.0469, -0.1196], [-0.2352, -0.4409, 0.1699], [-0.4890, -0.0225, 0.5171], [-0.1830, 0.0101, 0.1176], [-0.3029, 0.0553, -0.3168]]
}

=====

{
  "formula": "C12H24F12N2O16S4V",
  "method": "ωB97M-V/def2-TZVPD",
  "e_tot_ev": -150207.16157,
  "charge": -1,
  "homo_energy_ev": -4.57,
  "e_lumo_ev": -1.538,
  "homo_lumo_gap_ev": 3.031,
  "symbols": ["O", "V", "O", "C", "C", "C", "O", "C", "N", "H", "H", "H", "H", "H", "H", "H", "H", "H", "H", "H", "H", "C", "C", "C", "O", "C", "N", "H", "H", "H", "H", "H", "H", "H", "H", "H", "H", "H", "H", "C", "F", "F", "F", "S", "O", "O", "O", "C", "F", "F", "F", "S", "O", "O", "O", "C", "F", "F", "F", "S", "O", "O", "O", "C", "F", "F", "F", "S", "O", "O", "O"],
  "coordinates": [[0.277026, 1.066127, 1.979141], [0.804776, 2.404637, 2.565411], [0.657306, 2.389907, 4.224551], [0.375626, -2.782373, -4.389789], [1.734776, -3.205543, -3.797279], [2.375516, -2.173083, -2.897909], [1.556966, -1.898483, -1.794579], [1.948556, -0.962343, -0.736459], [1.497926, -4.562113, -3.012519], [2.309806, -4.965723, -2.567499], [0.782666, -4.537453, -2.299849], [1.250216, -5.350483, -3.593219], [0.214666, -3.488723, -5.204199], [0.579576, -1.855673, -4.926199], [-0.417954, -2.709623, -3.646129], [2.444356, -3.561703, -4.544099], [2.488596, -1.246313, -3.460419], [3.321986, -2.588423, -2.551799], [2.708616, -1.503203, -0.172649], [1.004246, -0.664453, -0.280769], [2.455526, -0.103233, -1.175789], [-1.904434, -1.423913, 0.739841], [-2.664284, -1.220173, -0.517039], [-2.024464, -0.200943, -1.574979], [-2.553204, -0.342293, -2.882049], [-1.986374, 0.609217, -3.770089], [-2.787384, -2.521143, -1.352549], [-3.496264, -3.172183, -1.046349], [-3.072064, -2.198493, -2.266309], [-1.895994, -2.995853, -1.365429], [-0.873064, -1.530593, 0.403671], [-2.276094, -2.279643, 1.303481], [-1.931244, -0.531653, 1.365331], [-3.739314, -1.040283, -0.524679], [-0.940894, -0.087833, -1.540609], [-2.338064, 0.784307, -1.229939], [-2.301524, 0.318817, -4.772319], [-0.899014, 0.533897, -3.778739], [-2.397374, 1.602187, -3.587919], [-2.993934, 4.250717, 0.543741], [-2.323984, 3.640147, -0.423269], [-2.301664, 5.366817, 0.748061], [-4.228994, 4.488727, 0.168401], [-2.777384, 3.070797, 2.070381], [-1.331754, 3.036607, 2.378171], [-3.632314, 3.644447, 3.133081], [-3.232294, 1.765557, 1.569801], [4.889976, 0.191287, 2.890861], [6.230916, 0.127337, 2.972641], [4.421506, -0.311563, 1.715521], [4.317016, -0.486453, 3.923151], [4.329226, 2.044267, 2.975081], [4.836646, 2.640707, 1.733351], [2.839906, 2.037657, 3.082931], [5.063766, 2.542607, 4.187681], [-1.576974, -1.247493, 4.839081], [-0.883844, -0.063473, 4.562271], [-2.446794, -1.490003, 3.829411], [-0.928414, -2.343443, 5.205061], [-2.766204, -0.816243, 6.348251], [-3.250964, -2.111693, 6.856641], [-2.036034, -0.057433, 7.335601], [-3.812944, -0.026973, 5.740831], [0.888576, 3.690737, -1.770729], [1.152476, 4.249007, -2.908229], [0.144076, 4.642727, -1.062829], [0.258726, 2.599127, -2.065589], [2.474856, 3.321737, -0.652969], [1.996856, 2.649897, 0.600941], [3.237966, 2.383717, -1.450259], [3.152296, 4.564967, -0.398339]],
  "atomic_forces_ev_per_a": [[0.1774, -1.1001, 0.2228], [-0.1453, -0.2612, 4.1814], [-0.1502, 0.1116, -4.5833], [1.7161, -0.7059, -0.6595], [-0.9871, -0.5554, 0.5911], [-0.0579, 0.2883, 1.3824], [-1.5235, -1.0376, -0.5136], [0.9605, -0.3560, -1.4030], [0.1858, -0.0998, -0.0361], [0.8672, 0.6186, 0.5598], [-0.2633, 0.6519, 0.4249], [-0.5378, 0.0847, -0.9716], [-0.8548, -0.1603, 0.1686], [-0.3651, 0.3027, 0.4020], [0.0949, 0.1473, -0.2578], [-0.0609, 0.4980, -0.2305], [0.5610, -0.0766, -0.4052], [0.5706, 0.3130, -0.1079], [-0.4716, 0.2946, 0.8196], [0.5684, -0.1189, 0.4807], [-0.2076, 0.3432, 0.0068], [0.1387, 0.1975, -0.2861], [-0.7033, 0.7225, -2.9499], [-1.0165, 1.1289, 1.7481], [0.2384, -1.2020, 0.3662], [-0.4687, -0.4335, -0.8272], [0.4783, -0.2338, 0.3906], [-0.1960, -0.1176, 0.6268], [0.2434, 0.1843, -0.8961], [0.3124, -0.1694, -0.2463], [0.2791, -0.3735, 0.4894], [0.1441, 0.0884, 0.1318], [-0.1784, 0.1347, 0.1078], [0.0862, 0.9092, 1.0297], [0.3345, -0.8617, -0.1729], [-0.1434, 0.1627, 0.5045], [-0.1696, -0.0389, -0.0040], [0.1007, 0.4520, 0.3854], [0.4604, 0.1194, 0.2842], [2.0443, -1.2910, 1.9724], [-0.1638, -0.8074, -1.4849], [-0.6383, 0.9003, 0.3219], [-0.3188, 0.1949, 0.0033], [-2.0641, -0.6494, 1.9590], [-0.0561, 1.3285, -0.7264], [1.8181, -0.5318, -2.2050], [0.3916, 1.0781, -0.3800], [-1.5571, 1.8474, 0.6029], [-1.1399, -0.5127, -0.3310], [0.8157, -0.3447, 0.7803], [0.8850, 0.1024, -1.1104], [2.3402, 2.2924, 0.7516], [-0.7967, -1.2728, 1.2217], [1.3978, -0.4820, -0.1064], [-2.1784, -1.5661, -2.2854], [-3.2940, 3.2958, 3.2769], [-0.1578, -3.1764, -0.1623], [1.3633, -0.4813, -0.6024], [1.2862, 0.3504, -1.4649], [-1.2681, -0.1336, 0.9833], [0.8697, 0.2315, -0.9261], [1.1495, -0.2674, -0.1810], [-0.0571, -0.0929, -0.9301], [1.6608, 2.2324, 3.3292], [0.9801, 0.9960, -1.5773], [0.2984, -1.8285, -0.8282], [-1.6821, -1.6484, 0.4457], [0.9995, -0.5943, 1.3373], [-1.1017, 1.1246, -1.2956], [-0.7390, -0.2835, -0.6396], [-1.1043, 0.1386, -0.5018]]
}

=====

{
  "formula": "C22H31BrClCoN3O8S2Si2",
  "method": "ωB97M-V/def2-TZVPD",
  "e_tot_ev": -201783.72269,
  "charge": -2,
  "s_squared": 0.7826,
  "homo_energy_ev": [-2.33, -2.16],
  "spin_multiplicity": 2,
  "e_lumo_ev": [3.816, 3.816],
  "homo_lumo_gap_ev": [6.148, 5.972],
  "symbols": ["Co", "O", "C", "C", "C", "N", "C", "Br", "C", "H", "H", "H", "H", "O", "C", "O", "C", "C", "C", "C", "C", "C", "N", "O", "O", "N", "O", "O", "H", "H", "H", "C", "O", "C", "S", "S", "H", "H", "H", "Cl", "C", "H", "H", "C", "Si", "C", "C", "C", "Si", "C", "C", "C", "H", "H", "H", "H", "H", "H", "H", "H", "H", "H", "H", "H", "H", "H", "H", "H", "H", "H", "H"],
  "coordinates": [[0.401134, -0.859951, 0.428907], [-4.176609, 3.136972, 1.892282], [-3.157476, 2.256676, 1.675020], [-1.999015, 2.606858, 1.003896], [-1.029726, 1.645009, 0.820397], [-1.141940, 0.380633, 1.253663], [-2.266065, 0.080524, 1.881493], [-2.510910, -1.702260, 2.479034], [-3.297731, 0.962892, 2.141266], [-3.974533, 3.948728, 1.416118], [-1.844598, 3.595310, 0.587803], [-0.135096, 1.882251, 0.268619], [-4.195427, 0.641328, 2.645448], [0.049707, 2.548270, -1.895987], [0.061497, 1.323251, -2.112958], [0.388911, 0.385118, -1.358279], [-0.499435, 0.862941, -3.463625], [-1.102076, 1.776799, -4.311093], [-1.677766, 1.327833, -5.489324], [-1.673838, -0.001978, -5.859680], [-1.043145, -0.880432, -4.999429], [-0.456721, -0.482271, -3.810817], [-1.008603, -2.302228, -5.382976], [-1.643655, -2.643379, -6.367203], [-0.344171, -3.057109, -4.710213], [-2.324752, 2.292769, -6.390855], [-2.824176, 1.872472, -7.419899], [-2.325569, 3.464294, -6.072191], [-1.122321, 2.817645, -4.023744], [-2.136475, -0.339815, -6.771507], [0.002960, -1.186132, -3.128704], [-3.004034, -3.783661, -2.461193], [-3.376933, -2.418666, -2.327485], [-2.648311, -1.587600, -1.525474], [-3.254446, -0.031359, -1.438185], [-1.294892, -2.246403, -0.749747], [-3.723746, -4.204294, -3.163289], [-3.059679, -4.301985, -1.502070], [-1.990689, -3.887841, -2.848459], [3.127897, -1.389573, -1.148457], [1.656749, -2.149541, -0.334911], [2.105732, -2.824166, 0.401132], [1.236022, -2.766192, -1.130903], [0.126714, -0.077970, 4.475292], [1.408411, -1.089612, 3.504646], [2.938406, -1.244848, 4.656882], [0.757435, -2.875252, 3.353378], [1.840548, -0.380635, 1.871042], [2.762895, 1.226927, 1.898834], [3.016330, 2.005076, 3.629649], [2.113984, 2.693194, 0.910371], [4.525127, 0.953420, 1.272061], [0.294411, -0.158391, 5.553806], [-0.886085, -0.427065, 4.271605], [0.169031, 0.978602, 4.203700], [2.776009, -0.767736, 5.628364], [3.819626, -0.783409, 4.207113], [3.178751, -2.296551, 4.838655], [1.470189, -3.596072, 3.763417], [0.587572, -3.128824, 2.303824], [-0.193231, -3.007586, 3.875737], [2.652525, -1.056733, 1.556176], [2.093167, 2.058695, 4.210498], [3.385867, 3.028513, 3.501768], [3.749101, 1.460123, 4.228966], [1.237646, 3.150659, 1.378495], [1.856504, 2.446036, -0.121420], [2.904039, 3.452847, 0.897178], [5.022257, 0.164535, 1.844912], [5.118657, 1.869672, 1.361768], [4.508056, 0.640640, 0.226887]],
  "atomic_forces_ev_per_a": [[-0.3418, -0.0733, 0.0846], [-0.0076, -0.0108, 0.0006], [-0.0136, -0.0008, 0.0156], [0.0324, 0.0003, -0.0176], [0.0115, -0.0118, 0.0105], [0.0601, -0.0060, -0.0664], [0.0373, -0.0410, -0.0075], [-0.0578, 0.0049, -0.0415], [0.0024, 0.0034, 0.0011], [0.0038, 0.0111, -0.0020], [-0.0095, -0.0035, 0.0013], [-0.0600, -0.0349, 0.0138], [0.0009, 0.0032, 0.0020], [0.1602, 0.0252, -0.0752], [-0.5159, -0.0749, 0.1068], [0.3748, 0.1703, -0.0434], [0.1092, 0.0000, -0.0520], [0.0101, 0.0028, -0.0128], [0.0038, 0.0037, 0.0169], [-0.0084, -0.0095, 0.0028], [-0.0057, 0.0028, 0.0004], [0.0039, 0.0212, 0.0067], [-0.0187, 0.0859, -0.0010], [-0.0630, -0.0164, -0.0923], [0.0783, -0.0865, 0.0995], [0.0275, -0.0500, 0.0420], [-0.0374, -0.0525, -0.0892], [0.0089, 0.1078, 0.0445], [-0.0061, -0.0014, -0.0017], [-0.0017, 0.0016, -0.0002], [-0.0038, -0.0041, -0.0165], [0.0019, 0.0038, 0.0063], [0.0531, 0.0315, -0.0414], [-0.1580, -0.0474, 0.1709], [0.0363, 0.0102, -0.0318], [0.1009, -0.0129, -0.0499], [0.0016, -0.0005, 0.0014], [-0.0027, 0.0054, -0.0017], [0.0120, 0.0087, -0.0105], [0.0004, -0.0344, -0.0326], [0.0860, -0.0171, -0.0245], [-0.0220, -0.0026, 0.0072], [-0.0020, 0.0214, -0.0185], [-0.0242, -0.0244, -0.0042], [0.0380, 0.0144, -0.0053], [-0.0091, -0.0242, 0.0234], [-0.0175, 0.0166, 0.0137], [0.0488, -0.0210, 0.0007], [-0.0101, -0.0078, 0.0179], [0.0044, 0.0060, -0.0048], [0.0204, 0.0089, 0.0040], [0.0189, 0.0234, 0.0233], [0.0080, -0.0012, -0.0022], [0.0246, 0.0229, 0.0236], [0.0077, 0.0166, 0.0022], [0.0075, 0.0066, -0.0102], [-0.0038, -0.0101, -0.0101], [-0.0066, 0.0073, 0.0155], [0.0168, 0.0047, -0.0254], [-0.0305, 0.0025, 0.0112], [0.0374, -0.0049, 0.0297], [-0.0014, 0.0262, -0.0089], [-0.0180, 0.0218, 0.0041], [0.0046, -0.0106, -0.0004], [-0.0113, -0.0113, -0.0030], [0.0213, 0.0005, -0.0021], [-0.0077, 0.0052, 0.0143], [-0.0045, -0.0008, -0.0169], [0.0001, 0.0011, -0.0041], [-0.0004, -0.0058, -0.0046], [0.0053, 0.0051, 0.0138]]
}

=====

Molecular weight, respectively: 479.5; 859.5; 760.1 g mol⁻¹.
Relative energy (zero: lowest compared OMol25 entry of this formula, charge and spin), respectively: 0.0; 162.9; 0.0 kcal per mole.